Record 1
This record from the Open Molecules 2025 dataset describes 2 unconnected molecules or ions with the total composition C23H33IN2O7P in a non-equilibrium geometry. The level of theory is the ωB97M-V functional and the def2-TZVPD basis.

HOMO-LUMO gap = 8.7 eV
Total energy = -2171.263687 Eh
Charge = +1

```
67
C23H33IN2O7P, DFT the ωB97M-V functional and the def2-TZVPD basis
C -2.29052 3.58576 0.05144
C -1.12166 2.58885 -0.17466
C -1.32788 1.37176 0.63969
N -0.88241 1.16878 1.91467
P 0.07298 2.20107 2.97198
O -0.86702 3.50618 2.85783
I 2.07975 2.72474 1.64759
C -1.35309 -0.06348 2.33544
C -2.06835 -0.63933 1.32902
C -2.79451 -1.93793 1.28922
C -3.71953 -2.11920 2.53860
C -5.05311 -2.72960 2.12248
C -4.80810 -3.99092 1.33162
O -4.02251 -4.80811 1.67782
O -5.46098 -4.11137 0.15117
N -2.01517 0.28231 0.26530
C -2.61531 0.10273 -1.06779
C -1.57589 -0.31596 -2.10056
C -0.93038 -1.69472 -1.83806
C 0.52979 -1.61653 -1.35616
C 0.81661 -2.28303 0.01371
C 1.81987 -3.41996 -0.07076
O 1.09697 -4.57838 -0.51919
C 1.80646 -5.39871 -1.34823
C 1.08213 -5.71725 -2.61403
O 2.87508 -5.82619 -1.06061
H -3.19041 3.04902 0.34730
H -2.51591 4.13394 -0.85465
H -2.06388 4.25932 0.86618
H -0.17126 3.06145 0.02985
H -1.14377 2.31236 -1.22054
H -0.37195 4.29965 3.11169
H -1.14950 -0.46336 3.31151
H -2.10818 -2.77682 1.27876
H -3.39301 -1.95125 0.38528
H -3.88202 -1.13954 2.97410
H -3.19907 -2.74549 3.25447
H -5.65839 -2.93412 3.00050
H -5.55399 -2.02123 1.46519
H -6.40671 -3.94769 0.25961
H -3.03892 1.06118 -1.35245
H -3.43202 -0.60452 -1.01724
H -2.02525 -0.28774 -3.08803
H -0.78487 0.42872 -2.10172
H -1.55616 -2.28911 -1.17699
H -0.94220 -2.20869 -2.79514
H 0.79894 -0.56564 -1.25964
H 1.21042 -2.04174 -2.08774
H -0.10254 -2.75307 0.34905
H 1.16191 -1.55872 0.74535
H 2.17980 -3.62016 0.93639
H 2.65675 -3.18612 -0.72205
H 1.70962 -6.28545 -3.28338
H 0.73546 -4.78595 -3.05612
H 0.19084 -6.28215 -2.34791
C 5.13889 4.80547 0.28662
C 6.31546 5.14838 0.80038
C 7.34026 5.83756 -0.02924
O 8.41232 6.14961 0.43458
C 6.99389 6.12463 -1.44591
C 5.81399 5.77795 -1.95431
C 4.79425 5.09147 -1.12622
O 3.71416 4.77072 -1.57902
H 4.36846 4.30365 0.85837
H 6.58525 4.94836 1.82962
H 7.75346 6.62687 -2.03092
H 5.54265 5.97677 -2.98308
```

natural (NBO) atomic charge list, values in e, 5 entries: number 1, C, carries -0.59; number 2, C, carries -0.49; number 3, C, carries 0.51; number 4, N, carries -0.64; number 5, P, carries 1.18

=====

Record 2
This record from the Open Molecules 2025 dataset describes a gas-phase ion, C4H12N3O2 (charge +1) in a non-equilibrium geometry. The level of theory is the ωB97M-V functional and the def2-TZVPD basis.

SMILES string = COCCN(C)[N+](N)=O
HOMO-LUMO gap = 8.8 eV
Total energy = -473.928333 Eh
Charge = +1

```
21
C4H12N3O2, DFT the ωB97M-V functional and the def2-TZVPD basis
C -0.54719 -1.54883 0.45317
C 2.73129 0.10999 -0.11716
C 0.01495 0.87492 0.89468
C 0.83883 1.40366 -0.42874
N -2.70282 -0.77764 -0.86715
N -0.92749 -0.16485 0.45647
N -1.98058 0.10672 -0.21984
O -2.28501 1.29414 -0.32325
O 1.62979 0.38506 -0.92566
H -1.35365 -2.21796 0.65967
H -0.21866 -1.91506 -0.58470
H 0.32944 -1.69545 1.06475
H 2.28666 -0.30775 0.84839
H 3.33455 1.08999 0.00039
H 3.33553 -0.61089 -0.64018
H 0.78755 0.37322 1.52156
H -0.60786 1.66999 1.22294
H 1.53716 2.16688 0.11181
H 0.02547 1.74311 -1.12749
H -2.81632 -1.68573 -0.52277
H -3.41166 -0.29351 -1.47688
```

natural (NBO) atomic charge list, values in e, 5 entries: number 1, C, carries -0.46; number 2, C, carries -0.25; number 3, C, carries -0.28; number 4, C, carries -0.06; number 5, N, carries -0.57

=====

Record 3
This record from the Open Molecules 2025 dataset describes a single C4H8N2O2 molecule in a non-equilibrium geometry. The level of theory is the ωB97M-V functional and the def2-TZVPD basis.

SMILES string = NCC(=O)NCC=O
HOMO-LUMO gap = 9.7 eV
Total energy = -417.153828 Eh

```
16
C4H8N2O2, DFT the ωB97M-V functional and the def2-TZVPD basis
N 1.64763 -0.61438 -2.14389
C 1.52271 -0.51555 -0.66577
C 0.69157 0.69160 -0.54755
N -0.33111 0.82683 0.30538
C -0.81166 -0.09975 1.32028
C -2.35266 0.05880 1.44319
O -2.79390 -0.39618 2.46241
O 1.02742 1.73530 -1.16681
H 1.72658 0.31770 -2.51229
H 0.84348 -0.99135 -2.41948
H 2.41164 -0.32843 -0.03547
H 1.00374 -1.45584 -0.29653
H -0.73635 1.70897 0.25539
H -0.34360 0.11103 2.34614
H -0.51254 -1.23753 1.13507
H -2.99295 0.18877 0.51993
```

natural (NBO) atomic charge list, values in e, 5 entries: number 1, N, carries -0.80; number 2, C, carries -0.32; number 3, C, carries 0.65; number 4, N, carries -0.61; number 5, C, carries -0.33

=====

Record 4
This record from the Open Molecules 2025 dataset describes a molecular structure, C26H29N5O9Sr2 in a non-equilibrium geometry. The level of theory is the ωB97M-V functional and the def2-TZVPD basis.

HOMO-LUMO gap = 1.6 eV
Total energy = -2018.489781 Eh
Charge = +4

```
71
C26H29N5O9Sr2, DFT the ωB97M-V functional and the def2-TZVPD basis
N -4.90283 -2.01961 1.68156
H -5.32950 -2.52681 0.90030
H -4.63412 -2.88039 2.17296
H -5.48014 -1.36055 2.21708
H -4.04417 -1.56614 1.32037
Sr -2.38863 -4.43297 -0.11332
Sr -4.13291 -2.41302 -2.67762
C -1.20255 -0.10115 0.81736
C -1.58414 -0.78355 -0.51913
O -2.42680 -1.92658 -0.45290
H -0.53418 0.75223 0.71593
H -0.74311 -0.78540 1.54090
H -2.00962 0.24361 1.47739
H -0.61105 -1.18840 -0.81598
H -1.89376 0.04606 -1.16072
C 0.35175 0.05626 -3.96376
C 0.35106 -1.29714 -3.66897
C 1.56844 -1.96291 -3.56808
C 2.74309 -1.25997 -3.77706
C 2.75211 0.10158 -4.06408
C 1.52219 0.74563 -4.11780
N 4.04126 -1.96214 -3.74432
O 4.10232 -3.18113 -3.81702
O 5.03966 -1.28268 -3.79552
H -0.62212 0.53535 -3.97234
H -0.58889 -1.83127 -3.57700
H 1.62643 -2.96414 -3.15915
H 3.65595 0.68973 -4.12287
H 1.57724 1.79801 -4.36609
C -2.54594 -0.15435 4.34718
C -3.22276 0.88467 4.99955
C -2.48720 1.87399 5.62257
C -1.10558 1.73754 5.74471
C -0.46266 0.62013 5.18189
C -1.14725 -0.25394 4.34926
N -0.34360 2.70890 6.56632
O 0.84403 2.48970 6.67064
O -0.94072 3.72215 6.85356
H -3.12702 -0.94796 3.88148
H -4.29903 0.97220 4.95338
H -2.97744 2.73255 6.06028
H 0.60326 0.48381 5.30493
H -0.70710 -1.17132 3.98382
C 4.08245 -1.74098 -0.53551
C 4.51764 -2.96695 -1.05335
C 3.56344 -3.97574 -1.09855
C 2.31995 -3.83269 -0.47898
C 2.01549 -2.66372 0.25135
C 2.81014 -1.56852 0.01882
N 1.36531 -4.91678 -0.50891
O 0.27137 -4.76829 0.08974
O 1.59331 -5.90076 -1.14730
H 4.75056 -0.89115 -0.46994
H 5.49724 -3.13327 -1.47535
H 3.85114 -4.94693 -1.48280
H 1.10197 -2.52279 0.81223
H 2.65785 -0.58768 0.45025
C 1.54645 4.51192 -1.73969
C 0.78145 5.62794 -1.91402
C -0.63606 5.56800 -1.78606
C -1.21425 4.38636 -1.38969
C -0.42714 3.25401 -1.22150
C 0.94874 3.27227 -1.41506
N -2.66547 4.28013 -1.19676
O -3.16261 3.15825 -1.20617
O -3.32537 5.27497 -1.14173
H 2.60670 4.44133 -1.94671
H 1.30420 6.48502 -2.31773
H -1.17683 6.49359 -1.93049
H -0.82907 2.29355 -0.92974
H 1.56741 2.42831 -1.14604
```

Mulliken atomic charge list, values in e, 5 entries: number 1, N, carries -0.27; number 2, H, carries 0.28; number 3, H, carries 0.38; number 4, H, carries 0.39; number 5, H, carries 0.20

=====

Record 5
This record from the Open Molecules 2025 dataset describes 10 unconnected molecules or ions with the total composition C18H58BO18 in a non-equilibrium geometry. The level of theory is the ωB97M-V functional and the def2-TZVPD basis.

HOMO-LUMO gap = 9.4 eV
Total energy = -2099.571699 Eh
Charge = -1

```
95
C18H58BO18, DFT the ωB97M-V functional and the def2-TZVPD basis
B -0.88906 -25.75515 4.19835
H -0.57489 -26.25608 3.29580
H -0.90481 -24.69336 4.00703
H -1.87409 -26.06601 4.51032
H -0.15559 -25.96618 4.96106
C -3.98512 -23.74586 3.74351
C -3.17756 -22.47274 3.98722
O -2.31210 -22.65003 5.07305
O -4.60647 -23.74517 2.47842
H -4.69404 -23.89763 4.55746
H -3.33280 -24.60812 3.60534
H -3.80796 -21.60705 4.19036
H -2.50487 -22.29385 3.14841
H -1.75602 -23.40288 4.85954
H -5.18413 -24.50573 2.57571
C 2.69965 -26.91001 1.03753
C 1.49334 -26.08053 0.52047
O 1.85457 -24.66701 0.72804
O 3.92593 -26.67374 0.36025
H 2.45384 -27.94381 0.79477
H 2.85973 -26.75120 2.10395
H 0.54818 -26.22998 1.04242
H 1.39300 -26.17693 -0.56062
H 1.87361 -24.52798 1.67773
H 4.15191 -25.75315 0.51207
C -0.44759 -24.47710 7.62850
C 0.79661 -25.31183 8.01268
O 0.53835 -26.01134 9.17148
O -1.50753 -25.26598 7.06186
H -0.22030 -23.59064 7.03633
H -1.01414 -24.11049 8.48449
H 1.61133 -24.61193 8.19834
H 1.14646 -26.03632 7.27728
H 0.50861 -25.39603 9.90777
H -1.20672 -25.43040 6.16516
C 1.29810 -21.64331 5.01055
C 1.31166 -20.94199 6.36857
O 1.72173 -21.85835 7.37995
O 0.85261 -20.77741 3.94933
H 0.76966 -22.56221 5.26449
H 2.28369 -21.91865 4.63519
H 0.31485 -20.57090 6.60679
H 2.08032 -20.17149 6.42861
H 1.89418 -21.39553 8.20316
H 0.66401 -21.32120 3.18101
C 0.33415 -29.21121 3.61908
C 1.30381 -30.19068 3.00613
O 2.06785 -30.69521 4.08777
O 1.11171 -28.10122 3.91127
H -0.20173 -29.59822 4.48577
H -0.44708 -28.97478 2.89666
H 1.91260 -29.72333 2.23216
H 0.81184 -31.07636 2.60407
H 1.45486 -31.14390 4.67473
H 0.60203 -27.31251 3.71185
C 2.54578 -24.97348 4.38849
C 3.95147 -24.44727 4.15073
O 4.51863 -24.89559 2.96176
O 1.52025 -24.49379 3.51564
H 2.12804 -24.86339 5.38922
H 2.51479 -26.05929 4.29807
H 4.64653 -24.59058 4.97805
H 3.80359 -23.37204 4.05027
H 4.92792 -25.74881 3.12328
H 0.67888 -24.81925 3.84393
C -3.15418 -27.45128 1.45621
C -4.23439 -27.54515 2.58470
O -3.64611 -27.73273 3.90688
O -2.44309 -26.24816 1.63370
H -3.58618 -27.44344 0.45551
H -2.40899 -28.23553 1.58949
H -4.94002 -28.34883 2.37422
H -4.83565 -26.63631 2.56025
H -2.89826 -27.13096 3.92096
H -1.93521 -26.27279 2.44797
C -2.08939 -28.53678 7.05618
C -1.76776 -30.02766 6.99032
O -2.70521 -30.73918 7.85763
O -1.42920 -27.92910 8.18969
H -3.15804 -28.32614 7.09767
H -1.74647 -28.00783 6.16696
H -0.73039 -30.14435 7.30392
H -1.88130 -30.36367 5.95964
H -2.45713 -31.66317 7.77835
H -1.21088 -27.01387 7.99918
C -5.12773 -26.08274 6.52307
C -4.74464 -25.87920 7.99612
O -3.89186 -24.76152 8.20752
O -6.18815 -25.33471 6.11480
H -5.46187 -27.10657 6.35509
H -4.33717 -25.86551 5.80478
H -4.37881 -26.75457 8.53276
H -5.60458 -25.51041 8.55524
H -3.01919 -25.09058 7.97998
H -6.82643 -25.37045 6.83099
```

Mulliken atomic charge list, values in e, 5 entries: number 1, B, carries 7.86; number 2, H, carries -0.67; number 3, H, carries -0.60; number 4, H, carries -2.70; number 5, H, carries -0.37

=====

Record 6
This record from the Open Molecules 2025 dataset describes a molecular structure, C6H7BrO3Pb in a non-equilibrium geometry. The level of theory is the ωB97M-V functional and the def2-TZVPD basis.

HOMO-LUMO gap = 5.0 eV
Total energy = -3224.735850 Eh
Charge = +2

```
18
C6H7BrO3Pb, DFT the ωB97M-V functional and the def2-TZVPD basis
O 2.14615 1.48526 -1.43395
C 2.30935 0.69342 -0.55465
Br 3.98673 0.55315 0.40258
C 1.26933 -0.28290 -0.06603
C -0.07870 -0.06964 -0.76976
C -0.83020 1.17770 -0.31082
C -1.51946 0.71040 0.96864
O -1.47682 -0.77220 0.92038
C -0.93758 -1.12896 -0.15685
O -1.11563 -2.30262 -0.59426
H 1.62387 -1.30036 -0.20158
H 1.14269 -0.12521 1.00118
H -0.05005 -0.24385 -1.83021
H -0.18763 2.01745 -0.11284
H -1.56854 1.44390 -1.04821
H -1.04779 1.09632 1.85652
H -2.56405 0.95033 1.03679
Pb -1.10167 -3.90219 0.89307
```

natural (NBO) atomic charge list, values in e, 5 entries: number 1, O, carries -0.46; number 2, C, carries 0.50; number 3, Br, carries 0.07; number 4, C, carries -0.52; number 5, C, carries -0.32